{"formula": "CH3N2O2", "method": "wB97M-V/def2-TZVPD", "total_charge": -1, "total_energy_ha": -299.8255, "e_homo_ev": [-3.771, -3.750], "homo_lumo_gap_ha": [0.29871, 0.29769], "de_lowest_kcal_mol": 65.7, "elements": ["C", "N", "N", "O", "O", "H", "H", "H"], "positions_angstrom": [[1.52263, 0.27201, -0.25334], [0.34571, -0.20015, 0.12925], [-2.40639, 0.44457, 0.37689], [-2.77217, -0.72624, 0.24787], [1.78576, 1.44576, -0.57187], [2.37803, -0.57808, -0.36727], [0.39356, -1.29034, 0.12875], [-1.24714, 0.63247, 0.30971]]}